A:
Here is a 7-piece molecular cluster, C21H42F3NO16 overall from OMol25. Energies are from ωB97M-V/def2-TZVPD.

Summary:
Orbital gap, eV: 8.58
2S+1: 1
Total charge: 0

```
83
C21H42F3NO16 ωB97M-V/def2-TZVPD
N 3.077 -0.585 1.755
H 4.104 -0.642 1.369
H 2.920 -0.094 2.701
H 2.733 -1.610 1.485
H 2.557 0.073 1.032
O 0.438 0.300 1.757
H -0.156 0.959 1.685
C -0.494 -0.696 4.988
C -1.308 0.603 4.907
O -0.720 1.444 5.877
C 0.031 0.713 6.654
O 0.510 1.216 7.642
O 0.230 -0.519 6.190
F -2.600 0.318 5.178
H 0.208 -0.843 4.069
H -1.259 -1.510 5.091
H -1.413 1.180 3.892
C 1.574 3.121 0.566
C 1.979 2.512 -0.768
O 3.372 2.867 -0.799
C 3.782 3.281 0.455
O 4.890 3.680 0.713
O 2.795 3.256 1.315
F 1.412 3.044 -1.786
H 0.722 2.571 1.102
H 1.310 4.157 0.316
H 1.830 1.331 -0.710
C -1.494 0.812 -1.791
C -0.688 -0.421 -1.559
O 0.470 -0.250 -2.347
C 0.284 0.721 -3.203
O 1.036 1.105 -4.038
O -0.816 1.430 -2.906
F -1.263 -1.575 -1.891
H -1.575 1.523 -0.923
H -2.386 0.555 -2.230
H -0.500 -0.703 -0.523
C 6.304 0.887 -0.825
O 5.506 -0.183 -1.205
C 5.996 -1.483 -0.714
C 5.045 -2.597 -0.967
O 3.879 -2.452 -0.535
C 2.901 -3.407 -0.990
C 1.557 -3.047 -0.433
O 1.701 -3.437 0.924
C 0.523 -3.142 1.625
H 6.392 0.914 0.179
H 5.859 1.857 -1.455
H 7.365 0.791 -1.240
H 6.107 -1.322 0.289
H 6.851 -1.767 -1.290
H 5.516 -3.384 -0.581
H 5.207 -2.751 -2.057
H 3.351 -4.573 -0.688
H 2.883 -3.233 -2.182
H 0.826 -3.233 -1.074
H 1.563 -2.080 -0.438
H 0.636 -3.475 2.647
H -0.405 -3.653 1.300
H 0.591 -2.117 1.774
C -5.188 -1.883 -3.750
O -4.381 -0.737 -3.702
C -5.048 0.438 -4.134
C -5.914 1.129 -3.004
O -5.053 1.250 -2.095
C -5.627 1.957 -0.944
C -4.473 1.988 0.121
O -4.125 0.671 0.480
C -3.074 0.784 1.510
H -4.960 -2.703 -3.058
H -5.025 -2.319 -4.603
H -6.303 -1.869 -3.339
H -5.694 0.046 -5.088
H -4.258 1.059 -4.342
H -6.615 0.399 -2.679
H -6.273 1.985 -3.487
H -6.219 1.309 -0.520
H -6.279 2.997 -0.954
H -5.072 2.449 0.977
H -3.668 2.487 -0.346
H -3.277 1.553 2.330
H -2.163 0.635 0.973
H -3.021 -0.039 2.287
```


B:
Here is a 7-piece molecular cluster, C21H42F3NO16 overall from OMol25. Energies are from ωB97M-V/def2-TZVPD.

Summary:
Orbital gap, eV: 8.65
2S+1: 1
Total charge: 0

```
83
C21H42F3NO16 ωB97M-V/def2-TZVPD
N 0.254 -0.047 -0.265
H 1.049 -0.193 -0.813
H 0.183 -0.764 0.383
H -0.601 -0.063 -0.917
H -0.072 0.862 0.031
O -2.301 1.616 -0.636
H -2.865 1.959 -1.449
C -0.753 4.665 0.955
C -0.381 4.316 -0.435
O 1.024 4.182 -0.319
C 1.422 4.292 0.996
O 2.624 4.398 1.329
O 0.495 4.619 1.758
F -0.591 5.359 -1.279
H -1.424 3.825 1.382
H -1.403 5.667 1.182
H -0.864 3.466 -0.822
C -4.719 0.659 1.435
C -3.344 0.633 2.181
O -3.527 -0.284 3.180
C -4.879 -0.575 3.415
O -5.228 -1.369 4.255
O -5.554 0.026 2.443
F -3.188 1.918 2.828
H -4.912 0.013 0.457
H -4.997 1.701 1.054
H -2.404 0.365 1.524
C -3.371 -1.851 -0.756
C -4.181 -2.858 -1.482
O -3.388 -3.990 -1.609
C -2.084 -3.626 -1.298
O -1.123 -4.330 -1.166
O -2.072 -2.284 -0.826
F -4.381 -2.370 -2.757
H -3.819 -1.590 0.314
H -3.562 -0.901 -1.287
H -5.151 -3.226 -1.329
C 4.125 -0.161 0.931
O 3.399 0.312 -0.205
C 3.744 1.575 -0.720
C 3.401 1.870 -2.100
O 2.007 1.531 -2.224
C 1.367 1.903 -3.431
C 0.283 0.973 -3.574
O 0.643 -0.308 -3.416
C -0.367 -1.292 -3.702
H 5.119 -0.422 0.879
H 3.803 -1.211 1.174
H 4.215 0.448 1.820
H 4.789 1.762 -0.678
H 3.442 2.549 -0.173
H 3.836 1.130 -2.791
H 3.427 2.783 -2.309
H 1.982 1.856 -4.348
H 1.116 2.845 -3.334
H -0.295 1.056 -4.562
H -0.479 1.232 -2.841
H -1.041 -1.225 -2.824
H 0.260 -2.312 -3.548
H -0.590 -1.059 -4.870
C 0.868 1.485 3.263
O 0.580 0.121 2.785
C 0.837 -0.902 3.774
C 0.475 -2.262 3.153
O 1.226 -2.346 2.090
C 1.089 -3.455 1.249
C 2.085 -3.497 0.107
O 1.835 -2.473 -0.810
C 2.680 -2.445 -1.911
H 0.214 1.830 4.278
H 0.733 2.171 2.527
H 1.838 1.569 3.221
H 0.014 -0.787 4.609
H 1.895 -0.737 4.109
H -0.477 -2.422 2.737
H 0.684 -2.895 3.958
H 0.083 -3.576 0.782
H 1.321 -4.574 1.738
H 2.000 -4.406 -0.482
H 3.181 -3.476 0.421
H 2.530 -3.106 -2.391
H 3.735 -2.401 -1.654
H 2.499 -1.471 -2.384
```


What are the relative energies? In eV: A 0.257; B 0.000.